C34H58N8O4S4 | ωB97M-V/def2-TZVPD

Last column: Löwdin charge in e.
Atoms and positions in Å:
S  2.518  -2.613  0.082  0.86
S  1.701  -4.796  -3.647  0.82
S  -1.220  5.027  2.823  0.79
S  -0.343  3.809  -1.573  0.83
O  -2.263  5.944  3.370  -0.55
O  1.465  -2.364  1.135  -0.58
O  -0.230  3.086  -0.256  -0.58
O  2.485  -5.031  -2.398  -0.57
N  1.543  1.303  -4.060  0.00
N  -4.189  -3.047  -4.540  0.00
N  -3.391  0.974  4.003  0.14
N  -1.000  -1.244  -0.890  0.20
N  2.161  -1.489  3.658  0.01
N  2.221  2.810  1.056  0.02
N  -5.511  1.390  -1.038  0.01
N  -1.733  -3.838  2.503  0.14
C  2.676  1.350  -4.828  -0.13
C  -2.715  0.089  4.287  -0.25
C  4.297  3.128  1.817  -0.11
C  -1.340  -4.009  1.444  -0.26
C  -3.009  -1.272  -3.946  -0.12
C  -3.642  -1.793  -2.793  -0.13
C  3.049  2.881  -0.034  -0.15
C  -5.161  1.168  0.257  -0.11
C  2.945  -0.070  -3.070  -0.11
C  1.735  -1.156  5.809  -0.12
C  -3.781  1.073  0.281  -0.10
C  4.014  -1.648  0.532  -0.22
C  4.344  3.034  0.400  -0.11
C  -3.305  1.337  -1.020  -0.15
C  0.708  -3.314  -3.361  -0.24
C  -0.030  4.519  4.103  -0.25
C  1.650  0.402  -3.052  -0.15
C  -4.404  1.487  -1.834  -0.15
C  -1.850  -1.033  4.621  -0.07
C  -4.383  -2.878  -3.186  -0.13
C  -2.026  4.428  -1.512  -0.24
C  -0.597  -0.662  0.015  -0.25
C  -2.007  3.428  2.585  -0.28
C  0.418  -6.057  -3.863  -0.25
C  2.535  -0.089  5.333  -0.12
C  -0.811  -4.297  0.112  -0.08
C  0.550  5.371  -1.347  -0.23
C  3.544  0.448  -4.257  -0.11
C  3.155  -4.239  0.519  -0.25
C  -3.420  -2.021  -5.018  -0.15
C  2.987  2.941  2.176  -0.16
C  -0.061  0.050  1.160  -0.05
C  2.862  -0.360  4.031  -0.14
C  1.484  -1.979  4.729  -0.16
H  1.211  2.771  1.081  0.09
H  -4.715  -3.723  -5.062  0.14
H  3.811  -0.658  0.121  0.04
H  3.528  0.113  3.329  0.09
H  -2.006  -1.828  3.887  0.04
H  3.451  -0.782  -2.440  0.07
H  4.883  -2.059  0.023  0.06
H  -2.376  -0.402  -4.004  0.09
H  -2.741  3.550  1.795  0.04
H  0.063  5.905  -0.534  0.06
H  4.142  -1.623  1.611  0.04
H  0.795  0.222  -2.419  0.09
H  1.585  5.138  -1.109  0.04
H  2.579  3.018  3.172  0.10
H  0.227  3.470  3.975  0.03
H  -0.130  -0.542  2.072  0.07
H  -0.222  -5.205  0.255  0.09
H  -4.581  1.753  -2.863  0.11
H  0.997  0.283  1.061  0.07
H  2.416  -5.002  0.305  0.04
H  -0.252  -3.355  -3.875  0.05
H  -1.269  2.678  2.311  0.02
H  0.827  5.180  4.015  0.04
H  -0.501  4.622  5.082  0.06
H  2.615  2.765  -1.016  0.10
H  2.691  1.957  -5.714  0.10
H  0.791  -2.789  4.561  0.11
H  -0.200  -5.719  -4.695  0.05
H  1.294  -2.440  -3.638  0.03
H  -0.214  -3.462  -0.231  0.00
H  -4.919  -3.580  -2.571  0.10
H  -2.273  4.721  -0.492  0.06
H  -2.160  -1.447  5.580  0.09
H  -2.262  1.427  -1.273  0.07
H  -0.192  -6.154  -2.967  0.05
H  -3.169  0.950  1.160  0.07
H  0.488  5.870  -2.315  0.05
H  0.977  -6.930  -4.187  0.04
H  3.446  -4.187  1.570  0.06
H  0.668  1.754  -4.261  0.13
H  4.076  -4.429  -0.033  0.06
H  -3.161  -1.908  -6.057  0.10
H  2.035  -1.787  2.676  0.07
H  -1.593  -4.472  -0.625  0.08
H  -6.458  1.433  -1.365  0.14
H  5.123  3.183  2.507  0.09
H  -2.448  3.133  3.539  0.03
H  0.521  -3.244  -2.289  0.01
H  -2.309  5.207  -2.221  0.07
H  5.170  3.202  -0.272  0.09
H  2.883  0.746  5.920  0.09
H  -5.886  1.040  1.041  0.11
H  1.270  -1.209  6.780  0.09
H  -0.630  0.967  1.312  0.05
H  -0.800  -0.756  4.602  0.05
H  -2.667  3.582  -1.755  0.01
H  -3.612  -1.371  -1.803  0.07
H  4.552  0.248  -4.581  0.09

Calculated values
Frontier orbital gap: 8.18 eV
Electronic energy: -99645.772 eV
Charge: 0
Largest force on an atom: 1.0 eV/A

***

C23H66Cu2O25 | ωB97M-V/def2-TZVPD

Last column: Löwdin charge in e.
Atoms and positions in Å:
Cu  1.949  3.330  2.424  0.55
Cu  -0.223  0.011  0.174  0.46
O  5.548  -0.879  -2.437  -0.10
O  -3.472  1.567  4.026  -0.07
O  -6.346  -2.295  1.907  -0.06
O  0.548  2.181  0.877  -0.07
O  1.695  -2.072  6.008  -0.11
O  -4.433  -1.175  3.609  -0.07
O  2.315  4.373  -2.477  -0.07
O  -0.549  -0.652  -2.116  -0.05
O  5.167  4.144  -3.608  -0.09
O  -0.451  -1.851  -5.504  -0.05
O  -0.169  5.259  -4.651  -0.07
O  0.490  2.923  -1.079  -0.01
O  -2.775  0.089  -0.459  -0.08
O  2.088  -0.194  0.292  -0.04
O  -0.938  1.499  5.959  -0.09
O  -2.776  -3.622  -5.808  -0.06
O  2.188  -1.508  -3.834  -0.07
O  1.391  2.260  4.457  -0.06
O  3.441  1.427  2.496  -0.07
O  -0.717  -2.237  0.782  -0.09
O  -0.598  2.684  -3.476  -0.11
O  -3.994  1.932  1.250  -0.07
O  1.104  4.101  0.397  -0.01
O  1.545  -4.845  4.330  -0.04
O  -1.405  -5.099  0.299  -0.09
C  2.430  -2.552  4.798  -0.14
C  3.237  -1.889  -2.985  -0.19
C  -3.051  2.734  1.992  -0.19
C  0.138  0.531  5.625  -0.19
C  -2.123  -3.133  -4.599  -0.21
C  -0.373  -4.400  -0.444  -0.19
C  -3.616  2.812  3.414  -0.25
C  1.553  -3.513  3.882  -0.24
C  0.781  0.993  4.381  -0.24
C  2.737  -0.622  1.422  -0.26
C  -1.630  3.683  -3.605  -0.21
C  0.210  -3.346  0.505  -0.15
C  2.857  3.226  -3.174  -0.20
C  3.880  0.255  1.909  -0.22
C  -1.710  -0.169  -2.726  -0.19
C  4.193  -0.621  -2.856  -0.20
C  -0.964  5.094  -3.486  -0.22
C  -0.620  -2.940  -4.662  -0.28
C  -4.120  -2.224  2.671  -0.21
C  -2.417  0.726  -1.644  -0.22
C  -4.994  -2.026  1.475  -0.24
C  0.473  3.103  0.094  -1.07
C  4.423  3.008  -3.089  -0.21
H  3.809  -2.766  -3.289  0.12
H  1.320  -2.774  6.545  0.07
H  -4.684  3.025  3.385  0.12
H  2.833  -1.681  4.281  0.09
H  -3.348  1.238  -1.886  0.13
H  2.436  3.114  -4.173  0.11
H  2.844  -2.154  -2.003  0.11
H  -1.613  -2.532  0.606  0.07
H  1.800  0.685  0.547  0.05
H  0.143  -0.825  -2.758  0.07
H  -2.027  2.396  2.150  0.11
H  -3.977  0.937  3.508  0.05
H  -6.837  -1.763  1.276  0.08
H  -0.051  1.090  3.684  0.12
H  -1.700  1.220  5.447  0.05
H  -3.043  -2.284  2.509  0.11
H  -4.780  -2.512  0.523  0.12
H  -1.463  0.365  -3.645  0.12
H  4.532  -0.320  2.566  0.12
H  -1.715  1.491  -1.312  0.10
H  -4.825  -0.970  1.267  0.10
H  -4.368  -3.203  3.082  0.12
H  1.111  -2.837  0.162  0.11
H  3.836  0.102  -2.123  0.10
H  -0.240  -2.541  -3.721  0.08
H  -2.445  3.563  -2.891  0.10
H  -1.816  5.762  -3.363  0.11
H  4.756  2.696  -2.099  0.10
H  2.011  -3.401  2.898  0.09
H  -2.053  3.591  -4.605  0.11
H  -2.470  -0.902  -2.996  0.10
H  1.601  0.425  3.941  0.10
H  -4.672  2.522  0.911  0.11
H  0.554  -3.090  3.785  0.12
H  -5.276  -1.358  4.031  0.09
H  5.111  4.936  -3.068  0.08
H  0.448  -3.870  1.430  0.10
H  4.015  2.139  2.204  0.10
H  4.452  -0.080  -3.766  0.11
H  0.604  2.726  4.749  0.09
H  0.150  -2.115  -6.204  0.10
H  -2.282  -3.304  -6.567  0.07
H  -2.916  3.546  3.813  0.13
H  -1.994  -5.613  -0.259  0.08
H  4.581  0.589  1.144  0.13
H  4.817  2.157  -3.644  0.09
H  -2.223  -3.840  -3.776  0.11
H  -0.443  -0.389  5.696  0.12
H  -0.877  -4.028  -1.336  0.11
H  6.209  -0.190  -2.534  0.08
H  0.330  4.452  -4.793  0.07
H  -2.965  0.736  0.223  0.04
H  1.574  4.015  -1.983  0.01
H  3.256  -3.027  5.327  0.11
H  3.083  -1.649  1.306  0.12
H  0.288  -5.213  -0.743  0.12
H  -0.078  -3.862  -4.876  0.13
H  -0.338  2.661  -2.552  0.01
H  2.565  2.335  -2.618  0.09
H  2.047  -0.779  2.251  0.10
H  0.773  0.466  6.509  0.12
H  -3.002  3.759  1.624  0.13
H  1.049  -4.909  5.149  0.09
H  -0.349  5.211  -2.593  0.11
H  -2.511  -2.127  -4.438  0.09
H  2.528  -1.121  -4.644  0.10

Calculated values
Frontier orbital gap: 7.10 eV
Electronic energy: -165377.365 eV
Charge: 0
Largest force on an atom: 10.1 eV/A

***

C4H33NO12 | ωB97M-V/def2-TZVPD

Last column: Löwdin charge in e.
Atoms and positions in Å:
O  3.332  -1.019  0.519  -0.07
O  1.727  2.710  1.587  -0.07
O  -1.077  -1.466  -3.101  -0.04
O  -1.868  -3.490  1.137  -0.07
O  -0.789  3.572  1.961  -0.03
O  2.424  0.276  3.124  -0.07
O  1.519  0.088  -2.952  -0.08
O  0.048  -2.534  -1.024  -0.07
O  2.325  1.224  -0.722  -0.06
O  0.502  -1.467  1.833  -0.06
O  -1.718  2.839  -0.766  -0.11
O  2.696  -2.786  -1.350  -0.07
N  -1.835  0.753  -1.181  -0.03
C  -2.026  0.687  1.259  -0.16
C  -3.317  0.060  0.715  -0.13
C  -3.205  0.239  -0.839  -0.12
C  -1.079  0.823  0.084  -0.21
H  -1.928  1.925  -1.027  -0.19
H  -1.897  -1.789  -3.512  0.10
H  -0.324  0.023  0.189  0.09
H  -1.216  -2.928  1.586  0.00
H  -1.200  3.069  -1.543  0.06
H  2.483  -2.140  -2.036  0.04
H  2.918  0.507  -0.478  0.01
H  2.107  1.823  0.005  0.01
H  2.256  3.183  2.251  0.08
H  -0.341  -1.789  -0.550  0.01
H  -0.433  -1.351  -3.798  0.06
H  -2.268  1.688  1.645  0.10
H  -0.528  1.756  0.182  0.08
H  1.377  0.869  -3.510  0.05
H  -4.229  0.536  1.084  0.11
H  2.877  -0.027  2.320  0.01
H  0.706  -1.014  2.672  0.05
H  2.006  1.080  2.768  0.01
H  -3.420  -0.677  -1.394  0.10
H  -0.953  3.368  1.039  0.01
H  -1.611  0.161  2.134  0.11
H  -0.798  2.739  2.427  0.04
H  -3.340  -0.997  0.951  0.09
H  -0.366  -2.326  -1.898  0.02
H  4.183  -1.048  0.088  0.06
H  -1.383  0.165  -1.875  0.10
H  0.827  3.103  1.720  0.01
H  -3.954  0.986  -1.130  0.11
H  1.421  -1.610  1.532  0.03
H  1.487  0.479  -2.043  0.00
H  2.815  -1.649  -0.048  0.02
H  1.810  -3.068  -1.001  0.05
H  -1.559  -3.363  0.224  0.00

Calculated values
Energy above the lowest of the compared OMol25 structures with the same formula, charge and spin: 327.8 kJ/mol
Frontier orbital gap: 9.12 eV
Electronic energy: -30742.870 eV
Charge: 0
Largest force on an atom: 7.8 eV/A

***

C9H10GaN2Se | ωB97M-V/def2-TZVPD

Last column: Löwdin charge in e.
Atoms and positions in Å:
Se  -0.058  0.071  5.178  0.50
Ga  0.095  0.184  0.366  0.42
N  1.539  1.246  -0.371  -0.06
N  -0.123  0.195  2.257  0.04
C  -1.182  -1.841  -0.270  -0.20
C  0.733  2.702  -2.448  -0.03
C  0.240  -1.963  0.063  -0.26
C  -0.907  1.660  -0.747  -0.18
C  -0.094  0.143  3.450  -0.92
C  0.029  -1.677  -2.228  -0.15
C  -1.283  -1.659  -1.668  -0.17
C  0.385  1.967  -1.352  -0.43
C  0.963  -1.901  -1.199  -0.17
H  2.035  -2.070  -1.309  0.09
H  -0.066  3.186  -3.011  0.03
H  -2.001  -2.001  0.437  0.10
H  0.259  -1.611  -3.291  0.09
H  -1.290  2.410  -0.038  0.05
H  -2.209  -1.598  -2.242  0.09
H  1.776  2.811  -2.746  0.03
H  2.208  0.849  -1.046  0.00
H  -1.681  1.284  -1.426  0.04
H  0.634  -2.385  0.993  0.10

Calculated values
Frontier orbital gap: 7.25 eV
Electronic energy: -130197.697 eV
Charge: -1
Largest force on an atom: 4.1 eV/A

***

C12H25N5O3 | ωB97M-V/def2-TZVPD

Last column: Löwdin charge in e.
Atoms and positions in Å:
O  -3.249  0.732  -2.542  0.10
O  -2.290  2.339  -1.245  0.12
O  0.739  1.442  -2.068  0.03
N  -0.337  0.676  -0.330  0.11
N  2.305  -1.297  -2.876  0.11
N  0.670  3.772  0.094  0.06
N  2.677  -0.448  -0.658  0.02
N  2.594  -2.710  -1.065  0.10
C  2.395  -1.413  -1.595  -0.57
C  1.380  2.398  0.083  -0.30
C  -3.082  -2.389  1.227  -0.09
C  1.433  1.855  1.512  -0.15
C  2.429  0.676  1.740  -0.14
C  -1.775  -0.313  1.828  -0.07
C  -1.365  0.156  -1.163  -0.22
C  0.662  1.461  -0.824  -0.44
C  -1.947  -1.193  -0.575  -0.08
C  -2.401  1.166  -1.537  -0.43
C  2.466  -0.538  0.746  -0.23
C  -2.604  -1.062  0.801  -0.45
H  -2.965  -0.166  -2.781  0.10
H  1.996  -3.000  -0.319  0.06
H  -2.309  -0.423  2.727  0.07
H  -1.197  -1.971  -0.609  0.12
H  -0.275  3.498  0.391  0.07
H  2.802  0.432  -1.108  0.11
H  3.472  1.040  1.847  0.11
H  2.431  -3.347  -1.857  0.09
H  2.414  2.661  -0.334  0.17
H  -1.621  0.785  1.591  0.11
H  -0.443  0.431  0.572  0.00
H  -3.564  -3.168  0.498  0.13
H  -2.183  -2.826  1.700  0.09
H  -3.478  -0.410  0.749  0.14
H  0.435  1.604  1.715  0.06
H  -0.905  -0.001  -2.122  0.15
H  3.158  -1.327  1.034  0.11
H  1.666  2.692  2.269  0.15
H  1.485  -1.072  0.954  0.11
H  2.188  0.034  2.659  0.13
H  -0.758  -0.778  2.049  0.11
H  0.850  4.171  -0.870  0.11
H  -3.786  -2.258  2.043  0.08
H  -2.613  -1.607  -1.346  0.12
H  2.495  -0.302  -3.008  0.03

Calculated values
Energy above the lowest of the compared OMol25 structures with the same formula, charge and spin: 301.0 kJ/mol
Frontier orbital gap: 9.01 eV
Electronic energy: -26441.249 eV
Charge: 0
Largest force on an atom: 3.9 eV/A
Structure (SMILES): [H]/N=C(/N)NCCC[C@H](N)C(=O)N[C@@H](CC(C)C)C(=O)O